Record 1
# C7H12

A single C7H12 molecule (wB97M-V/def2-TZVPD, the OMol25 dataset).

The orbital gap comes out at 0.3539 Eh. Its SMILES is C=C(C)/C(C)=C/C. The calculation puts the energy above the lowest of the compared OMol25 structures with the same formula, charge and spin at 33.7 kcal/mol.

```
! RIJCOSX wB97M-V def2-TZVPD def2/J DEFGRID3
* xyz 0 1
C -0.207 1.014 2.006
C -0.343 0.935 0.682
C -0.800 2.180 -0.097
C -0.081 -0.299 -0.106
C -0.975 -1.510 0.176
C 1.062 -0.425 -0.760
C 1.398 -1.637 -1.621
H -0.206 0.164 2.679
H -0.162 2.001 2.451
H -0.038 2.954 -0.015
H -0.981 1.851 -1.123
H -1.736 2.578 0.281
H -1.382 -1.323 1.172
H -1.824 -1.501 -0.505
H -0.367 -2.409 0.239
H 1.859 0.306 -0.750
H 0.523 -1.973 -2.168
H 2.173 -1.327 -2.317
H 1.763 -2.426 -0.972
*
```

Results of the Mulliken charge analysis, in e, for atoms 1 through 2: -0.90 0.43

Record 2
# C21H28N2OS2

A single C21H28N2OS2 molecule (wB97M-V/def2-TZVPD, the OMol25 dataset).

The orbital gap comes out at 0.2709 Eh. Its SMILES is CC(C)OC(=S)SC(c1ccc(N(C)C)cc1)c1ccc(N(C)C)cc1. The calculation puts the energy above the lowest of the compared OMol25 structures with the same formula, charge and spin at 0.0 kcal/mol.

```
! RIJCOSX wB97M-V def2-TZVPD def2/J DEFGRID3
* xyz 0 1
C -0.465 -0.754 2.906
C 0.829 0.011 2.960
C 1.984 -0.938 3.235
O 1.155 0.695 1.710
C 0.470 1.837 1.447
S -0.524 2.585 2.518
S 0.498 2.302 -0.221
C 1.712 3.634 -0.463
C 1.105 4.568 -1.526
C 1.917 5.248 -2.441
C 1.376 6.050 -3.435
C -0.018 6.254 -3.527
N -0.526 7.087 -4.480
C -1.914 7.060 -4.881
C 0.376 7.788 -5.369
C -0.837 5.593 -2.575
C -0.279 4.771 -1.597
C 3.085 3.082 -0.853
C 3.235 2.464 -2.096
C 4.440 1.882 -2.470
C 5.529 1.883 -1.552
N 6.609 1.091 -1.801
C 7.913 1.280 -1.198
C 6.553 0.060 -2.813
C 5.429 2.673 -0.381
C 4.211 3.256 -0.040
H -0.633 -1.137 3.915
H -1.310 -0.133 2.599
H -0.366 -1.610 2.226
H 0.796 0.774 3.748
H 1.792 -1.445 4.185
H 2.058 -1.710 2.460
H 2.946 -0.425 3.305
H 1.792 4.141 0.513
H 2.993 5.112 -2.406
H 2.045 6.524 -4.148
H -2.582 6.987 -4.020
H -2.121 7.985 -5.426
H -2.131 6.223 -5.562
H 1.173 8.285 -4.801
H 0.849 7.111 -6.100
H -0.190 8.548 -5.913
H -1.918 5.730 -2.588
H -0.952 4.270 -0.905
H 2.400 2.459 -2.799
H 4.542 1.414 -3.454
H 7.852 1.816 -0.245
H 8.332 0.277 -1.037
H 8.596 1.826 -1.874
H 5.623 -0.515 -2.742
H 6.631 0.460 -3.835
H 7.395 -0.607 -2.635
H 6.294 2.780 0.278
H 4.126 3.846 0.870
*
```

Results of the Mulliken charge analysis, in e, for atoms 1 through 2: -1.22 0.42

Record 3
# C3H5NO2S

A single C3H5NO2S molecule (wB97M-V/def2-TZVPD, the OMol25 dataset).

The orbital gap comes out at 0.3183 Eh. Its SMILES is C=C(SC)[N+](=O)[O-]. The calculation puts the energy above the lowest of the compared OMol25 structures with the same formula, charge and spin at 105.0 kcal/mol.

```
! RIJCOSX wB97M-V def2-TZVPD def2/J DEFGRID3
* xyz 0 1
C -2.026 0.840 0.698
C -1.213 0.200 -0.123
S -0.178 -1.185 0.321
C 1.414 -0.676 -0.403
N -1.036 0.683 -1.505
O -1.309 1.843 -1.693
O -0.562 -0.054 -2.338
H -2.160 0.400 1.765
H -2.613 1.636 0.198
H 2.114 -1.494 -0.131
H 1.844 0.051 0.126
H 1.212 -0.448 -1.545
*
```

Results of the Mulliken charge analysis, in e, for atoms 1 through 2: -0.58 0.27

Record 4
# CHF3NOPrS2

A molecular structure, CHF3NOPrS2 (wB97M-V/def2-TZVPD, the OMol25 dataset).

The orbital gap (alpha / beta) comes out at 0.2295 / 0.2320 Eh.

```
! RIJCOSX wB97M-V def2-TZVPD def2/J DEFGRID3
* xyz 0 3
N 0.784 1.104 -1.313
S 1.465 1.414 0.294
S -0.214 -0.099 -1.431
C -1.756 0.311 -0.277
F -1.662 -0.038 1.009
F -2.027 1.614 -0.324
F -2.814 -0.344 -0.781
Pr 1.630 -1.140 1.255
O 0.193 -1.357 -0.573
H 2.942 -2.496 0.434
*
```

Results of the Mulliken charge analysis, in e, for atoms 1 through 2: -0.35 -0.32

Record 5
# C28H84FeNO31

A molecular structure, C28H84FeNO31 (wB97M-V/def2-TZVPD, the OMol25 dataset).

The orbital gap (alpha / beta) comes out at 0.2886 / 0.2878 Eh.

```
! RIJCOSX wB97M-V def2-TZVPD def2/J DEFGRID3
* xyz 1 5
Fe -1.711 -2.263 -2.195
N 0.054 0.264 -0.827
O 0.331 -0.090 0.307
O 0.403 1.350 -1.240
O -0.542 -0.515 -1.570
C -2.880 -4.674 0.467
C -3.704 -3.476 -0.007
O -2.941 -2.362 -0.424
O -2.543 -5.352 -0.801
H -3.507 -5.240 1.156
H -2.051 -4.284 1.059
H -4.416 -3.102 0.729
H -4.379 -3.771 -0.810
H -2.744 -1.941 0.416
H -3.266 -5.932 -1.049
C 1.731 -1.084 3.809
C 1.293 -1.770 5.125
O 0.445 -0.856 5.817
O 0.617 -0.993 2.940
H 2.498 -1.645 3.276
H 2.147 -0.096 4.005
H 2.133 -2.023 5.771
H 0.750 -2.700 4.958
H -0.272 -0.658 5.211
H 0.994 -0.728 2.097
C -2.587 -3.114 5.345
C -2.368 -3.816 3.997
O -1.438 -4.884 4.064
O -2.901 -4.011 6.392
H -3.231 -2.237 5.283
H -1.650 -2.594 5.545
H -2.283 -3.140 3.146
H -3.319 -4.318 3.818
H -1.570 -5.361 4.887
H -3.689 -4.477 6.101
C -4.427 -1.734 -3.396
C -4.031 -3.139 -3.998
O -2.992 -3.682 -3.255
O -3.275 -0.975 -3.079
H -5.138 -1.821 -2.575
H -5.032 -1.208 -4.135
H -3.696 -3.007 -5.027
H -4.832 -3.879 -4.004
H -3.096 -4.631 -3.356
H -3.223 -0.262 -3.720
C 5.436 -0.783 2.068
C 4.740 0.431 1.507
O 5.626 1.053 0.562
O 6.529 -0.487 2.922
H 5.940 -1.289 1.245
H 4.756 -1.499 2.530
H 4.439 1.021 2.372
H 3.869 0.073 0.958
H 5.336 1.968 0.584
H 7.322 -0.358 2.396
C 0.428 -4.132 -2.952
C 0.571 -2.932 -4.007
O -0.644 -2.173 -4.045
O -0.181 -3.677 -1.709
H 1.346 -4.696 -2.785
H -0.287 -4.841 -3.368
H 0.901 -3.262 -4.992
H 1.397 -2.345 -3.606
H -0.618 -1.610 -4.821
H 0.256 -4.293 -1.116
C 3.514 0.767 -3.819
C 2.445 1.759 -4.334
O 2.006 2.574 -3.278
O 2.933 -0.220 -3.015
H 4.313 1.352 -3.362
H 3.977 0.216 -4.638
H 1.630 1.195 -4.786
H 2.996 2.399 -5.023
H 1.714 1.986 -2.578
H 2.742 0.090 -2.126
C 3.808 5.319 0.012
C 4.447 3.906 -0.012
O 4.895 3.506 1.301
O 2.663 5.284 0.826
H 3.542 5.560 -1.017
H 4.530 6.043 0.391
H 5.238 3.925 -0.761
H 3.623 3.236 -0.258
H 4.101 3.536 1.839
H 2.194 4.448 0.767
C 0.631 5.662 -2.136
C -0.581 5.111 -2.795
O -0.834 3.785 -2.344
O 1.834 5.310 -2.886
H 0.730 5.240 -1.136
H 0.595 6.745 -2.020
H -0.441 5.198 -3.873
H -1.514 5.656 -2.650
H -0.083 3.196 -2.448
H 1.960 4.368 -3.018
C 2.408 -4.329 2.103
C 1.158 -3.807 1.376
O 0.862 -4.795 0.436
O 2.156 -5.179 3.148
H 2.891 -3.395 2.391
H 3.085 -4.785 1.380
H 1.268 -2.820 0.927
H 0.349 -3.711 2.100
H 0.599 -5.589 0.907
H 1.866 -5.996 2.737
C -3.104 0.116 2.136
C -3.360 0.360 3.685
O -2.198 0.148 4.476
O -2.404 -1.034 1.798
H -2.484 0.897 1.697
H -4.055 0.162 1.605
H -4.088 -0.401 3.965
H -3.898 1.294 3.850
H -2.569 0.188 5.361
H -1.561 -1.055 2.258
C 1.334 2.107 2.025
C 1.674 3.068 3.241
O 3.109 2.983 3.491
O 1.578 2.796 0.807
H 0.290 1.800 2.086
H 1.870 1.159 1.997
H 1.178 2.591 4.087
H 1.310 4.083 3.084
H 3.250 2.574 4.348
H 1.129 2.349 0.086
C -3.299 3.378 0.404
C -1.886 3.709 0.930
O -1.825 4.913 1.645
O -4.288 3.263 1.442
H -3.338 2.444 -0.155
H -3.670 4.192 -0.219
H -1.183 3.771 0.100
H -1.590 2.954 1.659
H -1.751 5.642 1.024
H -4.984 3.896 1.250
C -1.626 3.030 -5.513
C -1.253 1.565 -5.148
O -2.328 0.635 -5.423
O -2.076 3.126 -6.829
H -0.701 3.606 -5.493
H -2.364 3.388 -4.795
H -0.906 1.471 -4.119
H -0.404 1.341 -5.794
H -2.602 0.743 -6.337
H -1.999 4.062 -7.031
*
```

Results of the Mulliken charge analysis, in e, for atoms 1 through 2: 1.73 -0.40

Record 6
# C6H10O

A molecular structure, C6H10O (wB97M-V/def2-TZVPD, the OMol25 dataset).

The orbital gap comes out at 0.3942 Eh. The calculation puts the energy above the lowest of the compared OMol25 structures with the same formula, charge and spin at 78.7 kcal/mol.

```
! RIJCOSX wB97M-V def2-TZVPD def2/J DEFGRID3
* xyz 0 1
C -2.076 1.184 -0.280
C -0.665 0.713 -0.508
O 0.346 1.237 0.321
C 1.204 0.306 -0.376
C 1.873 -0.569 0.734
C 0.523 -1.346 0.796
C -0.008 -0.649 -0.501
H -2.525 0.928 0.691
H -2.068 2.274 -0.377
H -2.699 0.764 -1.074
H -0.204 1.078 -1.657
H 1.234 0.842 -1.452
H 2.151 -0.046 1.661
H 2.716 -1.183 0.407
H 0.637 -2.423 0.636
H -0.072 -1.181 1.696
H -0.204 -1.294 -1.359
*
```

Results of the Mulliken charge analysis, in e, for atoms 1 through 2: -1.32 0.26

Record 7
# CH3O3PS2

A single CH3O3PS2 molecule (wB97M-V/def2-TZVPD, the OMol25 dataset).

The orbital gap comes out at 0.2920 Eh. The calculation puts the energy above the lowest of the compared OMol25 structures with the same formula, charge and spin at 5.4 kcal/mol.

```
! RIJCOSX wB97M-V def2-TZVPD def2/J DEFGRID3
* xyz 0 1
C 0.059 -0.015 0.299
O -2.130 1.571 -1.153
O -4.656 -0.880 -0.266
O -2.369 -0.675 0.945
P -3.254 -1.095 -0.519
S -2.231 2.078 0.256
S -1.333 0.559 1.319
H 0.971 0.051 0.757
H -0.165 0.688 -0.553
H 0.029 -1.065 -0.052
*
```

Results of the Mulliken charge analysis, in e, for atoms 1 through 2: -0.76 -0.59

Record 8
# C3H6N2O

A molecular structure, C3H6N2O (wB97M-V/def2-TZVPD, the OMol25 dataset).

The orbital gap comes out at 0.3473 Eh. The calculation puts the energy above the lowest of the compared OMol25 structures with the same formula, charge and spin at 230.9 kcal/mol.

```
! RIJCOSX wB97M-V def2-TZVPD def2/J DEFGRID3
* xyz 0 1
C -0.140 0.589 -0.024
C -1.017 -0.717 -0.149
C -2.403 -0.368 0.287
H 2.539 -0.208 -0.910
H 2.776 -0.587 0.816
H 1.712 1.354 -0.502
H -0.380 -1.605 -0.880
H -2.498 0.933 1.211
H -3.327 -1.140 -0.236
N 2.153 -0.489 0.139
N 1.169 0.466 0.388
O -0.583 1.772 -0.139
*
```

Results of the Mulliken charge analysis, in e, for atoms 1 through 2: 0.31 -0.13

DFT total energy, record by record: -273.85478, -1798.08222, -720.57918, -1781.58204, -4767.58658, -309.71696, -1403.29674, -302.32507 a.u.